C20H28FeN2Si | ωB97M-V/def2-TZVPD

Positions of all 52 atoms, in Å:
C  1.122  -0.776  -0.794
C  1.466  0.518  -1.270
C  1.648  1.379  -0.151
H  1.713  0.768  -2.298
C  1.542  0.575  1.041
C  1.166  -0.751  0.631
H  1.130  -1.626  1.290
H  0.926  -1.660  -1.398
H  2.101  2.361  -0.162
H  1.914  0.850  2.024
Fe  -0.524  1.099  0.547
C  -2.115  2.013  0.165
H  -1.708  2.909  0.660
H  -2.429  1.088  0.644
H  -2.919  2.148  -0.502
Si  -1.340  1.233  -2.677
C  -3.142  0.602  -2.901
C  -2.751  -0.420  -3.810
H  -1.680  -0.590  -4.067
C  -3.700  -1.241  -4.406
H  -3.317  -2.026  -5.042
C  -5.051  -1.021  -4.116
H  -5.762  -1.668  -4.600
C  -5.460  -0.033  -3.222
H  -6.501  0.055  -2.972
C  -4.516  0.817  -2.606
H  -4.841  1.597  -1.917
C  -0.962  2.901  -3.179
C  -0.973  2.768  -4.577
H  -1.747  2.119  -4.994
C  0.087  3.306  -5.314
H  0.092  3.135  -6.385
C  1.055  4.100  -4.673
H  1.823  4.589  -5.292
C  0.971  4.384  -3.286
H  1.757  5.030  -2.820
C  -0.122  3.849  -2.547
H  -0.273  4.177  -1.513
H  -1.015  1.697  -1.145
H  -0.543  0.545  -3.688
N  -0.974  0.833  2.397
C  -1.281  -0.595  2.703
C  -2.110  -1.241  1.596
N  -1.703  -0.816  0.222
H  -1.785  1.371  2.604
H  -0.251  1.210  2.992
H  -0.344  -1.133  2.811
H  -1.838  -0.623  3.648
H  -1.978  -2.334  1.683
H  -3.181  -1.015  1.749
H  -1.361  -1.615  -0.297
H  -2.550  -0.566  -0.303

Its LUMO energy (alpha / beta) is 0.0113 / 0.0107 hartree. As for the expectation value of S²: 6.033. Its spin multiplicity is 5. Its HOMO-LUMO gap (alpha / beta) is 5.96 / 6.34 eV. Its HOMO energy (alpha / beta) is -0.2077 / -0.2223 Ha. The charge is 0.

The molecule's natural (NBO) atomic charges, reported in e, are given here: C -0.307; C -0.281; C -0.413; H 0.228; C -0.439; C -0.367; H 0.209; H 0.209; H 0.230; H 0.221; Fe 1.164; C -1.137; H 0.215; H 0.192; H 0.224; Si 1.113; C -0.382; C -0.279; H 0.234; C -0.211; H 0.212; C -0.205; H 0.210; C -0.214; H 0.213; C -0.237; H 0.218; C -0.525; C -0.196; H 0.209; C -0.217; H 0.208; C -0.218; H 0.213; C -0.227; H 0.216; C -0.174; H 0.211; H -0.099; H -0.189; N -0.870; C -0.233; C -0.247; N -0.853; H 0.382; H 0.386; H 0.214; H 0.196; H 0.210; H 0.201; H 0.397; H 0.387